C31H94N6O13 | the ωB97M-V functional and the def2-TZVPD basis

Computed properties:
Energy relative to the best compared isomer or geometry (same formula, charge and spin), kcal/mol: 0.0
HOMO-LUMO gap, eV: 9.2
Electronic energy, eV: -69221.4410

Last column: Löwdin charge in e.
Geometry (Å):
C 4.77616 -2.21442 1.20299  -0.16
O 3.43660 -2.18727 1.53407  -0.13
H 4.81517 -2.29806 0.11690  0.08
H 5.40977 -1.40713 1.57029  0.08
H 5.17791 -3.16886 1.54320  0.08
H 3.26115 -3.04275 1.93280  0.09
C 0.30452 2.29404 -4.99184  -0.13
O 1.58637 2.18858 -4.39793  -0.13
H -0.03072 1.30139 -5.29243  0.08
H -0.37422 2.77107 -4.28485  0.06
H 0.29947 2.87124 -5.91645  0.09
H 2.05384 2.96749 -4.70837  0.10
C -0.26184 3.40313 -1.71056  -0.16
O -1.32107 4.28242 -2.01010  -0.13
H 0.63369 3.59424 -2.30183  0.08
H -0.10835 3.48449 -0.63449  0.08
H -0.62343 2.37801 -1.79106  0.06
H -1.07239 5.16895 -1.73841  0.09
C -2.82234 -2.80582 0.48376  -0.14
O -3.69761 -3.44518 1.42868  -0.13
H -2.87775 -1.72550 0.61767  0.05
H -1.79693 -3.14596 0.62849  0.08
H -3.26342 -3.07662 -0.47551  0.08
H -3.27482 -3.46988 2.29022  0.06
C 2.33092 -1.10293 -5.61249  -0.15
O 2.88399 -0.33322 -4.56784  -0.14
H 2.88846 -0.85317 -6.51519  0.08
H 2.51876 -2.16150 -5.43286  0.06
H 1.28402 -0.80694 -5.67940  0.07
H 2.53141 0.55781 -4.50983  0.02
C -3.72407 -0.43473 3.29714  -0.18
O -4.40678 0.66641 3.81642  -0.14
H -3.16718 -0.06491 2.43620  0.04
H -3.04152 -0.73294 4.09294  0.06
H -4.38212 -1.25328 3.00549  0.07
H -4.63904 1.18088 3.03990  -0.01
C 3.81458 0.95631 4.08507  -0.13
O 3.79690 1.18843 2.65515  -0.17
H 3.55688 1.86332 4.63190  0.07
H 3.09625 0.18073 4.35071  0.06
H 4.80873 0.59805 4.35230  0.07
H 2.91664 0.96189 2.34626  -0.02
C -3.21459 3.62264 2.08164  -0.04
C -4.60353 3.38981 1.52015  -0.39
C -5.02733 4.10918 0.22845  -0.18
O -6.38975 3.79581 -0.07432  -0.21
C -6.92236 4.49454 -1.20111  -0.09
N -4.85938 1.95450 1.38101  0.05
H -2.47994 3.39745 1.30855  0.05
H -2.94613 2.98488 2.92383  0.08
H -2.95492 4.65053 2.33484  0.08
H -5.33184 3.62165 2.29727  0.14
H -4.41281 4.00232 -0.66544  0.11
H -5.08430 5.15991 0.51274  0.12
H -7.96780 4.74743 -1.02449  0.09
H -6.84069 3.76416 -2.00609  0.08
H -6.40736 5.39841 -1.52651  0.08
H -4.15514 1.69187 0.70634  0.02
H -5.73752 1.88747 0.88657  0.08
C 1.89758 -5.77552 -5.90212  -0.07
C 0.94965 -5.79223 -4.69693  -0.40
C 1.23089 -4.58113 -3.76199  -0.21
O 2.58596 -4.55719 -3.37727  -0.17
C 2.83868 -3.38438 -2.57873  -0.10
N -0.46598 -5.82105 -5.15484  0.02
H 1.58264 -4.95030 -6.54081  0.08
H 2.01043 -6.71997 -6.43446  0.07
H 2.94989 -5.66196 -5.64164  0.07
H 1.07200 -6.72584 -4.14785  0.13
H 0.63099 -4.62419 -2.85294  0.13
H 1.01140 -3.69682 -4.36025  0.11
H 3.88330 -3.42973 -2.27083  0.09
H 2.32632 -3.22174 -1.63051  0.07
H 2.62256 -2.44365 -3.08512  0.06
H -0.69068 -6.61812 -5.73301  0.06
H -0.63867 -5.04413 -5.77667  0.06
C -3.50953 1.32343 -3.22994  -0.04
C -4.08985 1.32279 -1.79893  -0.39
C -4.58180 -0.14322 -1.50598  -0.17
O -5.55649 -0.57161 -2.49082  -0.20
C -6.87807 -0.66490 -1.91925  -0.08
N -3.03703 1.71150 -0.91125  0.06
H -4.29667 1.26055 -3.98130  0.08
H -2.80634 0.49599 -3.32466  0.06
H -2.88039 2.18256 -3.46272  0.06
H -5.00929 1.90741 -1.76802  0.13
H -4.88701 -0.18359 -0.46037  0.11
H -3.80219 -0.89504 -1.62883  0.11
H -7.67660 -0.73429 -2.65792  0.08
H -7.03887 0.23920 -1.33201  0.08
H -6.85521 -1.56256 -1.30136  0.09
H -2.28203 1.05546 -1.05154  0.06
H -2.71728 2.59983 -1.27004  0.05
C 0.12124 -1.69848 4.60354  -0.05
C -0.14387 -2.49228 5.92400  -0.42
C 0.58801 -2.07633 7.17082  -0.20
O 0.52613 -0.66423 7.43610  -0.18
C 0.90197 -0.21198 8.71206  -0.12
N -1.57375 -2.47131 6.14660  0.04
H -0.35341 -0.71898 4.66178  0.08
H -0.40993 -2.25321 3.83009  0.07
H 1.13554 -1.66342 4.20599  0.06
H 0.15676 -3.50147 5.64246  0.13
H 1.61649 -2.41979 7.05971  0.12
H 0.26369 -2.66179 8.03114  0.12
H 1.90852 -0.57185 8.92521  0.09
H 0.14491 -0.44847 9.45974  0.09
H 1.01895 0.86780 8.80431  0.08
H -1.80129 -1.52567 6.41879  0.07
H -1.93337 -2.99844 6.92949  0.07
C 7.81873 1.27812 0.27253  -0.07
C 7.31904 2.58058 -0.28701  -0.45
C 5.78022 2.68822 -0.02936  -0.19
O 5.24696 1.86439 -1.05215  -0.19
C 3.93052 1.33298 -0.66455  -0.07
N 8.09581 3.62332 0.28163  0.02
H 8.90583 1.24093 0.20232  0.07
H 7.47762 0.38598 -0.25266  0.08
H 7.67083 1.14650 1.34440  0.08
H 7.55373 2.63060 -1.35027  0.13
H 5.39698 3.70846 -0.04755  0.12
H 5.48264 2.32387 0.95390  0.10
H 3.11050 2.03013 -0.49238  0.08
H 4.03115 0.64304 0.17328  0.06
H 3.66904 0.75582 -1.55146  0.08
H 8.06445 4.47130 -0.26614  0.07
H 9.07609 3.38997 0.21296  0.06
C -0.67169 0.93847 1.60116  -0.04
C 0.27628 -0.21943 1.32428  -0.41
C 0.59681 -0.44818 -0.15732  -0.15
O -0.60954 -0.61953 -0.94346  -0.20
C -0.21221 -0.80168 -2.32404  -0.07
N 1.50402 0.01782 2.00505  0.05
H -0.33473 1.87258 1.15172  0.07
H -0.80326 1.20611 2.64957  0.08
H -1.62283 0.72103 1.11522  0.05
H -0.13930 -1.13391 1.74750  0.12
H 1.24568 -1.32216 -0.21406  0.12
H 1.05981 0.46595 -0.52893  0.12
H -1.12677 -0.81987 -2.91680  0.08
H 0.40465 -1.68669 -2.48000  0.07
H 0.34069 0.05696 -2.70500  0.07
H 2.13814 -0.72925 1.76033  0.05
H 1.30373 -0.17777 2.97548  0.05

Forces on the atoms, in the same order (eV/Å):
1.491 -1.229 -1.231
-1.547 0.130 1.024
0.505 0.469 -0.213
-0.481 0.238 0.107
0.511 0.090 0.196
-0.438 0.210 0.066
-0.587 -0.171 -0.235
0.283 0.324 -0.340
-0.166 -0.056 0.369
-0.287 -0.202 -0.113
0.233 0.198 0.012
0.466 -0.051 0.276
-0.209 -0.138 1.216
-0.635 0.173 -0.708
0.031 -0.199 0.106
0.829 0.063 0.115
0.127 0.001 -0.675
-0.014 0.018 0.014
-0.929 -0.223 0.785
0.148 -0.074 -0.110
0.191 0.137 -0.132
0.061 -0.017 -0.412
0.546 0.076 -0.165
0.019 0.117 0.066
0.496 1.205 0.037
0.853 -0.754 1.076
-0.364 -0.069 -0.494
-0.385 0.027 0.264
-0.244 -0.695 -0.513
-0.367 0.183 -0.336
0.447 0.379 0.308
-0.444 0.118 0.969
0.317 -0.557 -0.224
0.196 -0.532 -0.262
-0.024 -0.166 -0.021
-0.552 0.588 -0.635
-0.031 0.027 -1.266
1.172 0.155 1.416
0.130 0.052 0.083
-0.076 -0.115 0.126
-0.009 0.167 0.109
-0.702 0.111 -0.389
0.977 0.328 -1.017
-1.277 -0.726 0.571
-0.645 1.526 0.949
0.064 0.095 0.305
0.203 -1.088 -0.131
0.591 -0.076 -0.171
0.116 -0.302 -0.214
-0.523 -0.048 0.061
-0.561 0.177 0.202
-0.113 0.956 -0.054
0.357 -0.308 0.153
0.613 0.506 -0.273
0.057 -0.151 0.138
-0.335 0.262 -0.532
0.353 0.084 0.469
0.309 -0.720 -0.275
-0.371 -0.247 0.062
0.808 -0.068 0.440
-0.103 -0.620 -0.478
-0.284 -1.016 -0.733
-0.064 1.003 0.924
0.826 -0.035 -0.101
0.211 0.724 0.590
0.209 -0.132 -0.356
-1.034 -0.088 -0.263
-0.003 0.706 0.461
0.229 0.076 0.241
-0.476 0.060 -0.150
-0.275 0.469 0.118
0.109 0.091 -0.440
-0.806 -1.060 0.220
0.296 -0.046 -0.652
0.378 -0.413 0.215
0.000 0.413 0.018
-0.397 0.079 -0.244
-0.206 -2.272 -2.103
0.255 0.321 -0.919
-0.464 0.709 0.702
1.084 0.099 0.204
-0.209 0.307 0.760
0.154 -0.239 -0.110
-0.248 -0.365 -0.096
-0.290 0.510 0.254
0.223 0.589 0.370
-0.613 -0.241 -0.002
0.569 0.357 0.146
0.437 -0.070 -0.320
-0.326 -0.087 0.282
-0.524 0.085 0.286
0.372 -0.256 0.156
0.340 0.345 0.283
-0.727 -0.476 0.369
-0.152 0.217 -0.658
1.537 0.417 0.609
-0.640 -0.100 -1.124
0.441 -0.287 0.179
-0.981 0.553 -0.452
0.318 0.196 -0.042
-0.309 0.026 0.016
0.286 0.121 0.775
0.067 -0.287 0.562
0.654 0.434 -0.047
-0.616 0.069 0.159
-0.048 -0.471 0.566
0.184 -0.553 0.248
-0.323 0.180 -0.922
-0.247 0.423 -0.241
0.536 -0.583 0.063
0.940 -0.942 0.138
-0.881 -0.392 -0.088
1.251 -0.186 -0.530
-2.236 0.082 1.007
1.337 -0.690 -1.470
0.880 1.692 1.274
0.262 0.047 -0.311
-0.355 0.174 -0.010
-0.557 0.244 0.049
-0.886 -0.657 -0.486
0.050 0.333 -0.496
0.332 -0.310 0.199
0.402 0.594 0.183
0.031 0.205 0.206
-0.265 -0.158 0.054
-0.543 0.235 -0.038
0.173 -0.319 0.294
-0.370 0.117 -0.913
-1.131 0.227 -0.347
-1.499 0.682 0.381
1.277 -0.332 -0.460
-0.736 0.517 0.437
0.925 -0.144 0.493
0.406 -0.019 -0.277
-0.083 -0.566 0.142
-0.204 0.104 0.367
-0.603 -0.266 -0.301
0.167 -0.033 -0.383
0.606 -0.056 -0.071
-0.009 -0.457 0.093
-0.158 -0.171 0.121
0.334 0.238 0.222
0.503 -0.234 -0.100
0.110 0.353 0.354

---

C5H10O2 | the ωB97M-V functional and the def2-TZVPD basis

Computed properties:
Energy relative to the best compared isomer or geometry (same formula, charge and spin), kcal/mol: 62.6
HOMO-LUMO gap, eV: 10.6
SMILES: COC[C@@H]1C[C@@H]1O
Electronic energy, eV: -9440.3270

Last column: Löwdin charge in e.
Geometry (Å):
C 0.87276 1.86317 -0.19086  -0.10
O -0.13361 1.24458 -0.96998  -0.21
C -1.17237 0.62562 -0.22095  -0.17
C -0.93033 -0.82232 0.18618  -0.20
C 0.12670 -1.27726 1.16519  -0.06
C 0.24494 -1.63721 -0.28864  -0.32
O 1.26091 -1.06281 -1.05181  -0.02
H 1.50546 1.12720 0.32147  0.08
H 0.43028 2.55215 0.54393  0.09
H 1.49867 2.43521 -0.88090  0.10
H -2.04531 0.64600 -0.88246  0.13
H -1.40632 1.23842 0.66591  0.13
H -1.86866 -1.37335 0.24568  0.13
H -0.13799 -2.05533 1.87703  0.10
H 0.83359 -0.54056 1.53924  0.10
H 0.04787 -2.67305 -0.56600  0.14
H 0.87343 -0.29046 -1.49304  0.08

Forces on the atoms, in the same order (eV/Å):
0.194 0.182 0.119
-0.062 0.013 0.025
-0.150 -0.068 0.080
-0.100 0.020 -0.063
0.121 -0.036 0.151
-0.181 -0.256 0.080
-0.068 0.096 -0.123
-0.124 0.158 -0.071
0.064 -0.141 -0.111
-0.099 -0.068 0.112
0.115 0.011 0.113
0.054 -0.087 -0.186
0.168 0.091 -0.029
0.049 0.148 -0.121
-0.140 -0.130 -0.108
0.024 0.187 0.076
0.135 -0.120 0.054